33
Properties=species:S:1:pos:R:3:lowdin_charge:R:1 method="wB97M-V/def2-TZVPD" molar_mass_g_mol=376.16 homo_energy_ev=-8.77 gap_ha=0.2636 total_energy_ha=-3620.68104
O -5.78 0.58 1.21 0.11
C -4.67 0.16 1.22 -0.50
O -4.28 -0.69 2.16 0.13
C -3.76 0.60 -0.03 0.06
N -2.27 0.47 0.27 0.07
C -1.69 1.27 1.22 -0.32
O -2.45 1.97 1.96 0.05
C -0.23 1.27 1.44 -0.01
C 0.36 1.95 2.58 0.02
C 1.75 1.91 2.64 -0.02
C 2.59 1.12 1.69 0.03
C 1.97 0.33 0.76 -0.18
C 2.78 -0.35 -0.22 0.09
C 2.19 -1.12 -1.29 -0.09
C 3.25 -1.60 -2.28 -0.37
O 4.39 -1.11 -2.11 0.03
C 2.86 -2.23 -3.68 -0.39
Br 2.60 -0.73 -5.14 0.51
C 0.75 -1.15 -1.35 0.09
C -0.02 -0.34 -0.46 -0.05
C 0.59 0.39 0.56 -0.05
C -1.51 -0.37 -0.49 -0.37
O -1.98 -1.20 -1.22 0.10
H -5.02 -0.74 2.77 0.13
H -3.97 1.64 -0.24 0.14
H -3.99 -0.10 -0.81 0.12
H -0.17 2.30 3.43 0.11
H 2.30 2.39 3.45 0.10
H 3.64 1.08 1.78 0.10
H 3.87 -0.32 -0.15 0.13
H 1.94 -2.86 -3.58 0.07
H 3.77 -2.81 -3.98 0.08
H 0.19 -1.71 -2.08 0.12


106
Properties=species:S:1:pos:R:3:lowdin_charge:R:1 method="wB97M-V/def2-TZVPD" relative_energy_kcal_mol=16.7 molar_mass_g_mol=1050.03 homo_energy_ev=-2.76 total_charge=-2 gap_ha=0.2263 total_energy_ha=-7971.99606
K -0.30 -0.27 -0.90 0.63
O -0.08 2.15 0.52 -0.60
S 0.28 3.19 1.52 0.92
C 1.75 4.06 0.84 -0.31
C 1.57 4.90 -0.42 -0.23
C 1.14 4.12 -1.66 -0.24
C 2.33 3.51 -2.40 -0.32
S 1.86 2.15 -3.51 0.98
O 1.06 1.23 -2.67 -0.57
C 0.64 3.08 -4.46 -0.38
C -0.70 2.77 -4.24 -0.05
C -1.67 3.49 -4.93 -0.05
C -1.30 4.48 -5.82 -0.09
C 0.04 4.76 -6.04 -0.10
C 1.02 4.06 -5.36 -0.10
C -0.89 4.53 1.29 -0.44
C -0.95 5.57 2.20 -0.13
C -1.87 6.58 2.00 -0.09
C -2.75 6.53 0.92 -0.09
C -2.70 5.46 0.04 -0.07
C -1.77 4.45 0.22 -0.07
H 2.46 3.24 0.70 0.09
H 2.11 4.67 1.67 0.08
H 2.52 5.42 -0.61 0.11
H 0.83 5.68 -0.21 0.10
H 0.60 4.78 -2.34 0.12
H 0.47 3.31 -1.37 0.08
H 3.04 3.04 -1.71 0.09
H 2.88 4.25 -3.00 0.09
H -0.95 1.98 -3.55 0.11
H -2.72 3.27 -4.76 0.11
H -2.07 5.04 -6.35 0.10
H 0.32 5.54 -6.75 0.10
H 2.07 4.27 -5.53 0.10
H -0.31 5.56 3.07 0.11
H -1.94 7.40 2.71 0.10
H -3.49 7.31 0.79 0.09
H -3.41 5.40 -0.78 0.10
H -1.73 3.59 -0.43 0.09
S 0.85 -0.56 2.38 0.68
C 1.25 -2.10 1.89 -0.70
N 0.56 -3.19 2.26 -0.10
C 0.87 -4.54 1.82 -0.12
C 2.32 -4.67 1.48 -0.11
N 2.73 -3.58 0.61 -0.10
C 3.55 -3.94 -0.53 -0.15
C 4.90 -4.47 -0.11 -0.19
C 5.74 -3.70 0.69 -0.03
C 6.98 -4.19 1.09 -0.10
C 7.40 -5.45 0.68 -0.12
C 6.57 -6.22 -0.12 -0.10
C 5.32 -5.73 -0.51 -0.04
C 2.41 -2.31 0.90 -0.72
S 3.14 -1.01 0.18 0.69
C -0.73 -3.09 2.93 -0.13
C -0.66 -3.56 4.36 -0.20
C -1.48 -4.59 4.82 -0.05
C -1.41 -5.02 6.14 -0.10
C -0.52 -4.42 7.02 -0.11
C 0.30 -3.40 6.57 -0.09
C 0.24 -2.97 5.25 -0.02
H 0.25 -4.77 0.96 0.10
H 0.62 -5.21 2.65 0.13
H 2.47 -5.60 0.94 0.13
H 2.95 -4.67 2.37 0.13
H 3.64 -3.05 -1.15 0.08
H 2.98 -4.69 -1.10 0.10
H 5.41 -2.72 1.00 0.09
H 7.62 -3.58 1.71 0.09
H 8.36 -5.83 0.99 0.09
H 6.88 -7.21 -0.43 0.09
H 4.67 -6.34 -1.12 0.11
H -1.43 -3.70 2.36 0.13
H -1.05 -2.05 2.90 0.08
H -2.17 -5.05 4.13 0.11
H -2.06 -5.82 6.48 0.09
H -0.47 -4.75 8.05 0.09
H 1.00 -2.92 7.25 0.10
H 0.86 -2.16 4.90 0.09
O -0.76 -3.53 -0.41 -0.21
P 0.20 -3.72 -1.72 0.17
O 0.83 -5.07 -1.62 -0.33
O 1.03 -2.49 -1.86 -0.38
O -0.94 -3.74 -2.90 -0.28
P -2.06 -2.58 -3.10 0.17
O -1.27 -1.41 -3.92 -0.16
O -3.13 -3.12 -3.98 -0.33
O -2.33 -1.99 -1.74 -0.38
H -1.52 -2.96 -0.71 0.00
H -1.33 -1.62 -4.86 0.06
N -7.31 2.34 -1.51 0.15
C -6.01 2.58 -1.88 -0.50
O -5.75 3.20 -2.89 0.04
C -4.98 2.05 -0.95 -0.14
C -5.20 1.89 0.42 -0.02
C -4.18 1.39 1.21 -0.07
C -2.97 1.07 0.59 -0.13
N -2.75 1.24 -0.71 0.05
C -3.73 1.71 -1.46 -0.08
H -8.00 2.53 -2.22 0.10
H -7.50 1.57 -0.89 0.09
H -6.13 2.19 0.87 0.11
H -4.26 1.31 2.28 0.04
H -2.14 0.70 1.19 0.09
H -3.54 1.83 -2.52 0.12
Br -2.51 2.89 3.97 -0.52


21
Properties=species:S:1:pos:R:3:lowdin_charge:R:1 method="wB97M-V/def2-TZVPD" relative_energy_kcal_mol=100.8 molar_mass_g_mol=213.14 homo_energy_ev=-7.50 gap_ha=0.2922 total_energy_ha=-2825.40803
C 1.27 -0.25 0.51 -0.07
C 1.26 1.10 0.48 -0.07
C 0.26 -1.19 0.03 -0.44
C 0.24 1.87 -0.23 -0.30
C -0.72 1.40 -0.97 -0.07
C -0.77 -0.91 -0.79 -0.33
C 0.43 -2.56 0.44 -0.24
C -1.04 -3.12 0.41 -0.44
C 0.29 3.35 0.12 -0.04
O -1.60 1.96 -1.80 0.06
Se -1.80 -2.40 -1.24 0.95
H 2.23 -0.65 0.75 0.10
H 2.18 1.62 0.86 0.12
H 1.05 -3.08 -0.34 0.13
H 0.84 -2.61 1.52 0.15
H -0.85 -4.27 0.29 0.10
H -1.73 -2.88 1.11 0.01
H -0.45 3.54 0.95 0.10
H 1.35 3.60 0.49 0.10
H 0.04 3.90 -0.74 0.05
H -2.48 1.57 -1.84 0.13


61
Properties=species:S:1:pos:R:3:lowdin_charge:R:1 method="wB97M-V/def2-TZVPD" relative_energy_kcal_mol=2.8 molar_mass_g_mol=700.82 homo_energy_ev=-14.07 total_charge=+2 gap_ha=0.2443 total_energy_ha=-2076.61927
Os -0.94 -1.11 0.25 1.50
O 2.25 -2.17 -1.73 -0.20
S 1.37 -1.12 -1.35 0.68
O -0.06 -1.23 -1.82 -0.39
N 1.02 -1.07 0.22 -0.28
C 1.71 -1.06 1.43 -0.24
C 3.07 -1.05 1.61 0.02
C 3.60 -1.06 2.91 -0.02
C 2.78 -1.07 4.01 0.00
C 1.38 -1.07 3.85 -0.13
C 0.47 -1.08 4.93 0.04
C -0.88 -1.08 4.68 0.00
C -1.33 -1.07 3.36 -0.09
N -0.53 -1.06 2.32 -0.03
C 0.84 -1.06 2.55 -0.15
C 2.01 0.42 -1.88 -0.29
C 2.22 1.45 -0.97 -0.07
C 2.72 2.66 -1.44 -0.05
C 3.00 2.81 -2.79 -0.04
C 2.79 1.77 -3.68 -0.03
C 2.30 0.56 -3.23 -0.03
H 3.73 -1.06 0.75 0.13
H 4.67 -1.07 3.04 0.13
H 3.19 -1.08 5.01 0.13
H 0.85 -1.09 5.94 0.14
H -1.60 -1.09 5.49 0.13
H -2.40 -1.06 3.16 0.11
H 2.01 1.31 0.08 0.10
H 2.92 3.46 -0.75 0.12
H 3.40 3.75 -3.15 0.12
H 3.02 1.90 -4.73 0.12
H 2.15 -0.27 -3.92 0.13
F -0.41 -4.61 -1.75 0.18
C -1.28 -3.81 -1.21 -0.24
C -2.24 -3.20 -2.06 0.04
C -3.03 -2.22 -1.54 0.02
C -2.96 -1.90 -0.14 -0.36
C -3.09 -0.60 0.44 -0.05
C -2.22 -2.77 0.74 -0.19
C -1.25 -3.62 0.17 -0.01
H -2.25 -3.46 -3.11 0.15
H -3.70 -1.65 -2.17 0.14
H -3.40 -0.56 1.48 0.07
H -3.47 0.21 -0.17 0.09
H -2.45 -2.82 1.80 0.13
H -0.59 -4.23 0.78 0.15
N -0.64 3.05 0.68 0.17
C -0.53 1.79 1.10 -0.11
N -0.90 0.94 0.15 -0.06
C -1.27 1.70 -0.96 -0.22
C -1.71 1.32 -2.22 -0.01
C -1.98 2.33 -3.12 -0.04
C -1.82 3.68 -2.78 -0.04
C -1.38 4.07 -1.54 0.02
C -1.11 3.05 -0.63 -0.17
H -0.43 3.87 1.23 0.18
H -0.20 1.52 2.08 0.15
H -1.80 0.28 -2.50 0.09
H -2.33 2.07 -4.11 0.12
H -2.05 4.44 -3.52 0.12
H -1.25 5.11 -1.27 0.13


16
Properties=species:S:1:pos:R:3:lowdin_charge:R:1 method="wB97M-V/def2-TZVPD" relative_energy_kcal_mol=43.7 molar_mass_g_mol=99.13 homo_energy_ev=-10.88 gap_ha=0.4219 total_energy_ha=-325.86790
C -1.20 0.20 1.73 -0.07
C -0.16 -0.66 0.84 -0.14
C -0.16 -0.07 -0.59 -0.39
O -0.83 1.18 -0.59 -0.09
C 1.20 0.38 -1.15 -0.14
C 2.08 -0.63 -1.71 -0.21
N 2.80 -1.39 -2.21 0.14
H -2.02 -0.46 2.01 0.06
H -0.71 0.61 2.61 0.06
H -1.72 1.09 1.32 0.07
H -0.43 -1.73 0.82 0.11
H 0.88 -0.71 1.22 0.11
H -0.64 -0.78 -1.28 0.15
H -1.77 1.05 -0.72 0.10
H 1.72 0.95 -0.37 0.13
H 0.94 1.09 -1.94 0.13


99
Properties=species:S:1:pos:R:3:lowdin_charge:R:1 method="wB97M-V/def2-TZVPD" molar_mass_g_mol=831.42 homo_energy_ev=-4.42 total_charge=-1 gap_ha=0.2276 total_energy_ha=-2999.91420
C -0.89 3.40 1.22 -0.13
O -0.89 2.53 0.07 -0.23
C 0.23 2.78 -0.82 -0.20
C 0.81 1.46 -1.54 -0.15
C 0.29 0.08 -0.94 -0.16
B 1.05 -0.49 0.40 -0.87
C 0.20 0.07 1.73 -0.14
C 0.19 -0.96 2.94 -0.76
O 1.21 -1.40 3.50 -0.08
I -1.78 -1.72 3.61 0.68
P 0.69 -2.43 0.37 0.75
N -0.89 -2.71 0.30 -0.36
N 2.55 -0.35 0.49 0.03
C 3.10 0.85 1.08 -0.36
C 3.76 0.69 2.55 -0.01
O 3.17 2.00 0.59 0.03
C 3.37 -1.04 -0.48 -0.38
C 3.30 -0.95 -2.07 -0.01
O 4.24 -1.85 -0.02 0.01
H -0.12 4.23 1.20 0.08
H -0.85 2.79 2.20 0.09
H -1.93 3.92 1.25 0.09
H 1.10 3.36 -0.33 0.12
H -0.16 3.49 -1.65 0.08
H 0.41 1.52 -2.62 0.09
H 1.96 1.49 -1.66 0.09
H -0.86 0.16 -0.84 0.11
H 0.44 -0.71 -1.77 0.09
H -0.89 0.14 1.37 0.08
H 0.49 1.14 2.02 0.10
H 1.36 -3.07 1.48 0.00
H 1.27 -2.96 -0.83 -0.01
H -1.40 -1.82 0.32 -0.07
H 3.46 1.53 3.25 0.08
H 4.90 0.82 2.38 0.09
H 3.56 -0.35 2.94 0.07
H 3.38 0.10 -2.48 0.08
H 2.37 -1.52 -2.46 0.08
H 4.19 -1.53 -2.50 0.09
O -3.96 -7.03 5.22 0.10
C -3.65 -6.86 4.07 -0.48
O -4.00 -7.69 3.06 0.01
C -3.38 -7.25 1.84 -0.17
C -3.07 -5.79 2.06 -0.16
C -2.80 -5.73 3.55 -0.09
H -2.47 -7.85 1.68 0.12
H -4.06 -7.41 1.00 0.13
H -2.25 -5.43 1.44 0.11
H -3.96 -5.19 1.82 0.12
H -1.75 -5.94 3.77 0.14
H -3.10 -4.78 3.97 0.09
O 0.22 -10.79 0.41 0.12
C -0.72 -11.14 1.08 -0.48
O -2.00 -11.22 0.62 0.03
C -2.87 -11.56 1.70 -0.16
C -1.99 -12.22 2.74 -0.17
C -0.67 -11.50 2.54 -0.08
H -3.34 -10.64 2.08 0.12
H -3.66 -12.23 1.34 0.13
H -2.39 -12.14 3.75 0.12
H -1.87 -13.28 2.50 0.12
H -0.61 -10.59 3.14 0.14
H 0.18 -12.16 2.75 0.13
O 0.88 4.21 -3.08 0.10
C 0.52 5.36 -3.02 -0.45
O -0.61 5.76 -2.37 0.01
C -0.80 7.16 -2.58 -0.16
C 0.57 7.70 -2.94 -0.16
C 1.20 6.54 -3.66 -0.07
H -1.53 7.30 -3.38 0.12
H -1.19 7.62 -1.67 0.13
H 0.52 8.62 -3.53 0.12
H 1.13 7.92 -2.03 0.10
H 0.96 6.54 -4.73 0.13
H 2.28 6.50 -3.51 0.10
O 3.57 7.19 -1.85 0.11
C 3.49 7.31 -0.66 -0.46
O 2.45 6.86 0.09 0.03
C 2.62 7.26 1.45 -0.16
C 4.10 7.52 1.60 -0.16
C 4.49 8.02 0.22 -0.08
H 2.02 8.16 1.62 0.13
H 2.27 6.47 2.11 0.13
H 4.34 8.22 2.40 0.12
H 4.62 6.58 1.81 0.13
H 4.35 9.09 0.12 0.13
H 5.51 7.73 -0.04 0.13
O -2.44 0.12 -3.77 0.12
C -2.80 1.26 -3.71 -0.47
O -3.93 1.66 -3.06 0.03
C -4.13 3.06 -3.27 -0.17
C -2.77 3.61 -3.62 -0.16
C -2.13 2.44 -4.35 -0.07
H -4.86 3.20 -4.08 0.12
H -4.53 3.52 -2.36 0.12
H -2.81 4.52 -4.22 0.12
H -2.20 3.82 -2.71 0.10
H -2.36 2.45 -5.42 0.13
H -1.05 2.41 -4.19 0.11


49
Properties=species:S:1:pos:R:3:lowdin_charge:R:1 method="wB97M-V/def2-TZVPD" molar_mass_g_mol=467.16 homo_energy_ev=-10.27 gap_ha=0.3904 total_energy_ha=-3750.15482
C 3.97 -0.81 0.74 -0.15
C 2.58 -1.53 1.03 -0.64
Cl 2.91 -3.36 0.84 0.52
C 1.41 -1.17 -0.01 -0.59
Cl 0.26 -2.64 -0.05 0.56
C 0.50 0.07 0.43 -0.28
C 1.25 1.49 0.60 -0.10
O 0.55 2.47 -0.22 -0.04
C -0.23 1.93 -1.27 -0.38
O -0.67 2.46 -2.30 0.07
C -0.50 0.40 -0.79 -0.22
Si -2.39 0.43 -0.47 0.55
C -3.05 -0.99 0.63 -0.21
C -3.26 0.31 -2.20 -0.19
C -3.02 2.12 0.26 -0.18
H 4.80 -1.54 1.08 0.07
H 4.14 0.14 1.35 0.08
H 4.18 -0.58 -0.35 0.09
H 2.31 -1.33 2.12 0.12
H 1.83 -0.96 -1.04 0.13
H -0.02 -0.18 1.42 0.14
H 2.36 1.56 0.33 0.13
H 1.16 1.78 1.70 0.14
H -0.21 -0.36 -1.58 0.11
H -3.28 -1.89 -0.02 0.04
H -4.01 -0.61 1.12 0.05
H -2.30 -1.25 1.45 0.02
H -2.81 -0.53 -2.82 0.04
H -4.37 0.16 -1.96 0.04
H -3.19 1.33 -2.71 0.04
H -2.89 2.87 -0.60 0.04
H -4.14 1.96 0.44 0.05
H -2.46 2.43 1.20 0.04
Cl -3.00 5.84 -2.83 0.53
C -1.26 5.48 -3.02 -0.68
C -0.42 6.74 -2.99 -0.66
Cl -0.66 7.75 -4.44 0.53
H -1.13 4.93 -3.95 0.07
H -0.99 4.83 -2.19 0.04
H 0.64 6.47 -2.97 0.07
H -0.63 7.35 -2.11 0.07
Cl 3.48 -6.07 4.63 0.53
C 2.44 -7.16 3.69 -0.67
C 1.59 -6.41 2.69 -0.67
Cl 0.34 -5.41 3.48 0.53
H 1.82 -7.73 4.39 0.07
H 3.09 -7.86 3.17 0.07
H 1.06 -7.12 2.04 0.07
H 2.19 -5.76 2.06 0.01


13
Properties=species:S:1:pos:R:3:lowdin_charge:R:1 method="wB97M-V/def2-TZVPD" relative_energy_kcal_mol=63.4 molar_mass_g_mol=89.10 homo_energy_ev=-9.38 gap_ha=0.3726 total_energy_ha=-319.84872
H -0.72 -0.51 2.23 0.05
N -0.66 0.28 1.62 0.13
C -0.35 -0.03 0.45 -0.43
C -0.38 1.14 -0.54 -0.24
O -1.13 2.17 -0.01 -0.07
N 0.12 -1.29 0.08 -0.06
N 0.88 -1.18 -1.10 0.00
H -0.76 1.01 -1.53 0.12
H 0.65 1.29 -0.55 0.09
H -0.88 2.21 0.95 0.09
H 0.46 -1.87 0.87 0.15
H 0.90 -2.11 -1.55 0.09
H 1.87 -1.13 -0.92 0.08


72
Properties=species:S:1:pos:R:3:lowdin_charge:R:1 method="wB97M-V/def2-TZVPD" relative_energy_kcal_mol=0.0 molar_mass_g_mol=501.16 homo_energy_ev=-8.92 gap_ha=0.3170 total_energy_ha=-1743.01931
C -4.75 -0.77 0.82 0.01
B -3.57 -0.95 -0.20 -0.50
O -3.68 -0.47 -1.47 0.17
C -2.25 -1.73 0.29 -0.12
C -2.63 -3.16 0.20 -0.20
N -2.96 -4.25 0.08 0.20
C -0.94 -1.51 -0.51 -0.29
C -1.14 -2.06 -1.87 -0.15
N -1.18 -2.45 -2.95 0.24
O 0.14 -2.34 0.01 -0.07
N 0.32 -2.12 1.41 0.01
O 0.27 -3.13 1.99 0.11
B -0.51 0.05 -0.67 -0.45
C 0.45 0.78 0.33 0.00
O -0.99 0.75 -1.75 0.13
H -5.71 -0.67 0.32 0.07
H -4.57 0.04 1.52 0.05
H -4.81 -1.71 1.40 0.07
H -4.61 -0.38 -1.68 0.12
H -2.12 -1.54 1.36 0.15
H 0.78 1.72 -0.12 0.07
H 0.04 0.95 1.32 0.07
H 1.36 0.18 0.44 0.06
H -0.50 0.52 -2.56 0.11
C 1.53 -6.62 -0.41 -0.08
N 1.86 -7.03 -1.76 0.00
C 1.40 -6.51 -2.93 -0.55
C 0.43 -5.36 -2.83 -0.03
O 1.78 -6.96 -4.00 0.03
H 2.43 -6.32 0.12 0.08
H 1.08 -7.46 0.14 0.08
H 0.82 -5.79 -0.41 0.06
H 2.50 -7.80 -1.88 0.13
H 0.15 -5.04 -3.83 0.08
H -0.47 -5.66 -2.30 0.09
H 0.89 -4.51 -2.32 0.07
C -4.73 5.66 0.44 -0.08
N -4.94 4.41 1.15 0.01
C -4.54 3.16 0.80 -0.53
C -3.78 3.02 -0.50 0.01
O -4.81 2.21 1.52 0.02
H -4.17 6.35 1.07 0.08
H -5.69 6.11 0.19 0.08
H -4.18 5.49 -0.48 0.07
H -5.45 4.44 2.02 0.14
H -3.53 1.97 -0.65 0.06
H -4.38 3.35 -1.34 0.09
H -2.85 3.59 -0.46 0.09
C 5.44 0.31 -1.49 -0.07
N 4.03 0.04 -1.70 0.02
C 3.11 0.82 -2.32 -0.53
C 3.57 2.14 -2.89 0.00
O 1.94 0.45 -2.40 0.03
H 6.04 -0.47 -1.96 0.08
H 5.66 0.33 -0.43 0.08
H 5.72 1.27 -1.92 0.07
H 3.65 -0.82 -1.34 0.14
H 2.72 2.63 -3.34 0.08
H 3.96 2.78 -2.10 0.09
H 4.33 1.98 -3.65 0.09
C 2.25 4.54 4.43 -0.08
N 2.44 3.86 3.16 0.01
C 2.82 2.57 2.94 -0.55
C 3.08 1.71 4.16 -0.01
O 2.94 2.14 1.81 0.02
H 1.22 4.90 4.50 0.08
H 2.92 5.40 4.49 0.08
H 2.45 3.87 5.26 0.07
H 2.28 4.38 2.31 0.14
H 3.37 0.72 3.82 0.08
H 3.89 2.13 4.76 0.08
H 2.18 1.62 4.77 0.08


8
Properties=species:S:1:pos:R:3:lowdin_charge:R:1 method="wB97M-V/def2-TZVPD" relative_energy_kcal_mol=10.4 molar_mass_g_mol=130.11 homo_energy_ev=-3.43 total_charge=-1 gap_ha=0.2552 total_energy_ha=-789.15237
C 0.32 -0.06 0.51 -0.55
C -2.43 -0.29 -0.09 -0.49
N 1.09 0.86 0.84 -0.23
N 2.28 0.98 0.23 -0.21
N 2.49 0.08 -0.62 -0.46
O -2.49 -0.13 -1.25 0.13
O -2.52 -0.39 1.07 0.13
S 1.25 -1.05 -0.70 0.67


| no. | largest force on an atom (eV/A) |
| --- | --- |
| 1 | 5.2 |
| 2 | 0.3 |
| 3 | 6.7 |
| 4 | 1.1 |
| 5 | 1.2 |
| 6 | 4.6 |
| 7 | 4.2 |
| 8 | 2.4 |
| 9 | 1.4 |
| 10 | 4.5 |